Computed, not measured: a cluster of 17 separate species, C89H203N9O17 in total, with ωB97M-V/def2-TZVPD.

For the total energy, the calculation gives -5284.09020 Ha. The calculation puts the LUMO energy at 0.36 eV. The frontier orbital gap comes out at 8.37 eV.

```
318
Properties=species:S:1:pos:R:3:forces:R:3:mulliken_charge:R:1
O 14.949 14.745 10.803 -0.2 1.0 0.8 -0.592
O 14.925 16.369 14.474 -1.4 0.3 -0.9 -0.269
O 23.651 17.215 16.006 0.1 0.0 1.9 -0.624
O 19.412 23.608 19.704 0.1 0.4 -0.3 0.521
O 19.689 20.566 20.587 -0.5 -0.3 1.1 -0.523
O 23.188 19.042 18.221 0.3 -0.2 0.1 0.838
O 23.721 22.018 18.190 -0.3 -1.4 0.7 -0.236
O 21.632 18.101 10.070 0.1 -0.5 -0.8 -0.402
O 11.992 17.072 13.307 0.2 -0.1 -0.3 -0.447
O 15.166 13.466 14.957 0.6 -1.3 0.5 -0.111
O 18.698 19.069 10.003 0.6 -0.2 -0.1 -0.690
O 17.261 18.108 14.300 0.0 -0.2 -0.1 0.711
O 22.292 12.708 21.281 0.8 -0.9 1.6 -0.527
O 13.699 20.379 18.230 0.6 0.3 0.1 -0.082
O 21.241 24.943 13.515 0.3 0.0 1.8 -0.358
O 14.627 13.111 17.759 0.0 0.1 0.2 -0.614
O 22.665 12.282 12.952 -0.9 0.0 0.2 -0.446
N 21.389 11.594 12.960 -0.7 0.4 0.1 0.052
N 12.078 18.258 14.111 -0.3 -0.2 -1.1 1.075
N 19.286 25.004 19.987 0.3 0.9 -0.7 -0.324
N 17.887 17.915 15.579 -0.4 -0.7 0.5 0.814
N 24.334 22.772 17.199 -0.9 1.0 -0.8 0.478
N 13.719 20.381 19.664 -0.2 1.2 -0.3 0.087
N 20.784 24.535 12.296 -0.3 0.1 -1.8 0.984
N 22.949 18.634 10.361 -0.2 -0.3 -1.5 0.077
N 21.339 13.583 21.913 0.9 0.4 0.1 0.336
C 22.115 23.599 16.514 1.6 0.3 0.0 -0.781
C 24.981 18.332 11.726 -0.6 0.7 -1.5 -1.864
C 18.594 27.302 19.228 0.0 -0.1 -1.1 -1.133
C 20.256 26.927 21.064 -0.4 0.6 0.2 -1.486
C 19.055 11.574 12.163 1.6 2.5 0.4 -1.412
C 20.053 12.937 21.993 -2.4 -0.1 0.6 1.585
C 14.674 16.857 15.785 -0.8 -1.2 1.4 0.564
C 23.463 16.000 16.736 -0.6 0.3 0.4 -0.259
C 20.985 27.046 11.491 -1.2 -0.7 1.3 -1.662
C 18.409 19.232 16.005 1.3 -0.2 -1.3 2.936
C 11.470 20.938 14.921 -1.1 -0.6 -0.4 -1.127
C 19.843 27.843 19.890 1.0 -1.2 1.0 -0.531
C 21.987 10.482 15.067 -2.7 0.1 -0.8 -2.275
C 20.366 13.813 12.138 -0.5 -0.9 0.3 -0.967
C 21.943 20.649 11.613 0.4 1.0 -0.2 0.203
C 23.447 22.951 16.063 -1.0 -1.8 -0.3 1.970
C 20.763 25.132 9.888 -0.3 1.6 -0.1 -0.929
C 25.586 23.638 14.740 -0.5 -2.1 -0.8 -0.133
C 18.976 23.759 10.912 -1.0 0.9 0.9 -1.283
C 19.392 24.072 12.344 -0.6 0.3 0.7 2.038
C 16.363 14.574 10.869 -0.5 0.4 0.7 -0.316
C 25.747 22.505 16.983 0.4 -2.6 -0.1 1.777
C 18.800 16.679 15.557 -1.5 0.3 1.7 2.368
C 13.967 18.989 12.766 -0.4 1.4 -1.1 -2.438
C 20.168 11.754 22.989 1.3 0.9 0.4 -1.944
C 22.412 20.730 9.194 0.4 -1.1 -0.8 -2.182
C 20.507 12.296 11.976 -1.8 -1.4 1.4 1.943
C 10.787 18.353 14.825 0.1 0.7 1.3 0.797
C 19.629 25.789 17.532 0.4 -1.9 0.2 -2.005
C 19.247 24.835 9.927 0.1 0.2 -1.4 -0.786
C 19.769 16.699 14.392 1.0 -0.1 0.0 0.676
C 19.026 15.275 21.869 -0.2 0.9 -0.1 0.004
C 21.265 25.519 11.303 0.9 0.5 -1.0 1.300
C 20.948 11.438 14.370 1.7 0.9 1.8 1.685
C 20.424 15.903 21.771 0.3 -0.6 -0.2 -1.058
C 23.537 17.799 11.395 1.3 0.1 2.6 1.951
C 15.075 20.215 20.174 -0.2 -0.4 0.6 2.342
C 19.492 19.775 15.082 -0.8 -0.1 -1.7 -0.902
C 19.465 12.373 20.705 -1.3 0.1 0.2 -1.759
C 14.272 12.349 14.703 -0.5 2.0 -0.6 -0.849
C 17.434 25.077 18.505 -0.4 -0.5 1.1 -1.792
C 26.005 21.031 16.457 1.2 2.0 0.4 -1.213
C 24.103 18.857 19.288 0.2 1.1 0.1 -1.012
C 13.893 19.188 22.292 0.9 0.7 -1.7 -0.735
C 22.676 17.828 12.691 0.2 -1.5 -0.5 -1.485
C 22.848 15.410 21.822 -0.3 0.7 -0.1 -1.980
C 12.614 19.401 13.268 -1.4 0.5 -0.1 1.996
C 17.264 20.221 16.100 -0.6 -0.5 0.9 -1.118
C 26.395 23.457 15.978 1.6 0.2 0.9 -1.466
C 15.718 18.957 19.635 1.9 -0.3 -0.5 -1.058
C 19.401 16.633 17.055 -1.3 0.5 -1.4 -1.628
C 20.519 25.513 20.589 1.5 -0.5 -0.3 1.815
C 15.278 14.156 18.439 -0.9 0.5 1.6 0.219
C 20.964 20.898 20.159 0.9 0.2 -1.0 0.706
C 21.577 14.756 19.705 -1.7 0.9 0.9 -0.601
C 24.347 20.560 10.667 -0.3 -1.2 1.0 -1.423
C 11.320 20.361 19.601 0.0 -0.8 1.4 -1.506
C 18.504 18.662 11.376 0.6 1.6 -0.3 0.709
C 21.082 11.942 10.635 -0.1 0.1 -1.1 -1.930
C 21.850 25.552 19.736 -0.1 0.2 0.6 -1.407
C 18.610 11.705 13.624 -1.1 0.0 -0.5 1.319
C 23.821 16.324 10.970 -0.1 -0.5 -0.2 -1.594
C 12.736 20.609 14.202 1.2 -1.2 0.8 -0.923
C 11.701 19.884 12.064 2.3 -1.0 -1.2 -1.613
C 18.786 25.796 18.809 -1.0 -0.3 0.5 2.229
C 19.339 22.775 13.120 0.7 -0.9 0.5 -1.280
C 22.801 25.406 11.357 -0.2 -0.1 -1.7 -1.776
C 19.055 13.998 22.663 0.8 -0.5 -0.1 -1.247
C 10.935 19.690 15.675 0.3 -0.3 1.2 0.028
C 20.075 17.943 17.447 -0.5 -0.1 1.0 1.065
C 18.432 25.052 13.136 -0.8 -0.4 -1.0 -1.917
C 12.578 19.596 20.070 -0.5 -1.2 0.7 2.022
C 12.530 18.202 19.491 1.4 -1.1 -1.2 -1.629
C 12.591 19.488 21.609 -0.7 1.4 0.1 -1.632
C 10.754 17.137 15.834 -0.4 1.3 0.5 -1.484
C 21.535 14.900 21.253 -1.2 0.6 0.0 1.526
C 19.126 19.122 17.331 -1.5 -0.6 1.4 0.677
C 17.773 15.454 15.416 1.9 -0.3 -1.0 -1.428
C 14.972 20.190 21.718 -0.7 -0.7 0.4 -1.760
C 22.971 21.645 15.293 -0.3 0.0 0.5 0.378
C 15.959 21.437 19.859 -0.3 0.3 -1.3 -2.177
C 24.995 19.868 11.893 -1.6 -0.2 0.7 0.703
C 20.812 24.581 21.739 -2.4 -0.9 1.6 -1.620
C 26.401 22.724 18.335 1.3 0.6 0.7 -1.831
C 22.870 20.135 10.507 0.3 -1.9 0.0 1.900
C 9.546 18.392 13.912 -0.3 -0.4 -0.2 -1.205
C 24.127 23.900 15.150 1.1 0.6 -1.7 -1.153
C 19.536 10.868 14.476 0.2 0.7 1.1 -1.422
C 21.084 12.851 15.159 0.0 -1.9 -2.0 -1.930
H 15.849 18.945 18.539 -0.5 0.3 0.3 -0.278
H 9.951 17.313 16.572 0.5 0.4 0.1 0.428
H 21.022 25.992 9.181 -0.4 -1.0 0.9 0.400
H 19.481 22.895 10.582 0.7 -1.3 -0.2 0.179
H 22.766 16.843 13.154 0.0 0.0 0.2 0.856
H 11.711 21.762 15.589 -0.5 0.0 0.3 0.537
H 22.394 20.700 12.598 0.1 -0.1 0.1 -0.030
H 17.650 27.450 19.807 0.8 0.0 -0.4 0.355
H 19.607 18.895 9.647 -1.0 0.0 1.1 0.321
H 12.347 20.429 11.322 -0.2 -0.2 0.9 0.477
H 21.535 20.001 20.328 0.6 -0.2 -0.1 0.075
H 20.181 23.478 19.120 0.0 0.2 0.0 0.174
H 20.106 22.050 12.808 -0.1 0.4 -0.1 -0.440
H 21.361 24.303 9.537 -0.2 -0.6 -0.1 0.094
H 20.897 21.055 19.075 0.6 0.2 -0.1 -0.340
H 18.231 14.417 15.585 -0.3 1.5 0.1 0.315
H 19.510 26.971 21.875 -0.3 -0.3 -0.5 0.383
H 15.662 16.990 16.159 0.5 0.2 1.0 0.104
H 25.465 17.734 12.507 -0.4 0.4 0.3 0.332
H 20.024 14.176 11.170 0.2 0.5 0.1 0.806
H 21.519 21.764 20.606 -0.8 -0.6 0.0 -0.360
H 18.860 24.412 8.976 0.5 0.5 0.1 0.462
H 19.189 10.577 11.870 0.0 -1.6 -0.4 0.581
H 16.889 25.471 17.670 -0.1 0.5 -0.6 0.578
H 25.287 20.366 16.809 -1.2 -1.3 1.0 -0.183
H 23.977 15.551 11.808 -0.4 1.5 -1.0 0.248
H 23.236 25.900 10.453 -0.2 -0.2 0.7 0.421
H 26.451 24.399 16.520 0.1 0.5 -0.1 0.435
H 22.903 12.427 22.024 -1.2 0.5 -1.2 0.359
H 20.024 15.626 14.214 0.3 1.0 -0.1 -0.636
H 21.689 21.691 11.323 0.0 -0.5 0.4 -0.026
H 11.048 20.627 12.464 -1.2 -0.1 -0.4 0.351
H 20.644 25.647 13.800 0.0 0.3 0.3 0.241
H 22.614 21.790 9.248 -0.6 0.5 -0.1 0.465
H 18.591 25.702 10.121 0.6 0.0 0.0 0.350
H 23.586 24.022 14.216 -0.5 0.1 0.1 -0.348
H 24.760 16.352 10.406 -0.2 -0.3 -0.1 0.472
H 23.485 21.076 17.919 0.6 1.2 -0.2 0.316
H 16.489 19.685 16.666 0.0 0.4 0.1 -0.353
H 20.912 18.210 16.846 1.0 -0.3 -0.5 -0.817
H 17.552 11.378 13.790 0.7 0.4 -0.3 0.067
H 21.562 22.947 17.169 -0.4 -0.4 0.0 -0.181
H 18.657 15.075 20.876 -0.1 -0.1 -0.6 -0.150
H 14.990 15.122 17.999 0.5 -0.1 0.2 -0.238
H 19.193 17.094 13.523 0.7 -0.3 0.5 0.071
H 21.597 23.881 15.604 -0.4 0.0 0.1 -0.385
H 11.129 17.058 12.829 0.9 0.3 0.4 0.239
H 19.700 20.041 17.494 -0.4 -0.1 0.2 -0.979
H 21.583 10.257 16.053 0.4 0.0 0.2 0.413
H 15.952 19.909 22.117 0.0 0.3 -0.1 0.401
H 11.795 18.877 22.041 -0.1 -0.2 -0.6 0.396
H 14.646 18.703 13.511 0.8 -0.5 1.3 -0.052
H 14.193 18.169 22.077 0.3 -0.3 0.0 0.328
H 23.213 25.818 12.243 0.3 0.7 0.8 0.436
H 16.839 15.280 10.206 0.5 0.1 -0.2 0.380
H 21.152 10.831 10.575 0.1 0.8 -0.2 0.442
H 20.533 26.389 17.443 -0.6 0.7 0.1 0.279
H 13.202 17.464 19.993 -0.5 0.6 -0.3 0.235
H 24.081 17.875 19.717 0.0 -0.9 -0.1 0.270
H 21.746 17.514 9.272 0.1 1.0 1.2 0.336
H 13.505 12.380 15.480 -0.3 -0.2 -0.2 0.303
H 22.868 18.556 13.457 0.4 0.7 0.0 -0.086
H 19.488 14.266 23.644 -0.3 -0.4 -0.1 0.351
H 21.408 20.422 8.848 0.4 0.6 0.5 0.081
H 26.003 20.168 12.021 1.1 0.6 0.1 0.762
H 9.547 19.354 13.369 -0.3 -0.6 0.1 0.312
H 18.271 15.978 22.287 0.7 -0.2 -0.1 0.417
H 12.349 20.502 21.923 -0.2 0.3 0.3 0.405
H 22.635 25.936 20.452 -0.6 -0.8 -0.8 0.506
H 16.649 21.637 20.664 0.7 -0.4 0.0 0.635
H 16.725 25.092 19.382 0.9 0.3 -0.6 0.394
H 25.133 19.147 19.013 -0.3 -0.2 0.1 0.284
H 14.873 11.476 14.879 0.1 -0.5 -0.4 0.280
H 21.112 27.330 21.596 0.6 -0.1 -0.3 0.448
H 15.132 18.083 19.885 0.2 -0.3 0.3 0.310
H 19.972 15.726 17.201 0.6 -0.1 -0.2 0.147
H 17.534 19.114 11.668 0.4 -0.8 -0.2 0.086
H 13.483 20.331 14.988 -0.2 0.3 -0.6 -0.205
H 20.724 17.333 14.559 -1.6 -1.3 -0.2 -0.931
H 20.803 10.952 22.614 0.3 0.2 0.0 0.391
H 11.741 19.423 16.417 -0.8 0.3 -0.4 -0.759
H 11.141 20.244 18.538 0.0 0.1 -0.1 0.035
H 14.912 13.286 16.854 -0.1 -0.4 -0.6 0.423
H 9.562 17.537 13.186 -0.2 0.8 0.4 0.301
H 23.123 20.361 8.456 -0.1 -0.1 -0.4 0.616
H 20.567 14.453 19.362 0.4 0.4 0.0 -0.152
H 20.611 12.250 23.859 0.3 -0.6 0.2 0.461
H 11.350 19.072 11.363 -0.5 0.7 1.3 0.246
H 16.972 15.618 16.109 -0.3 -0.2 0.3 0.735
H 17.587 23.993 18.325 0.2 0.7 -0.1 -0.029
H 19.539 22.972 14.189 -0.5 -0.3 -0.3 -0.037
H 20.402 17.917 18.511 0.1 -0.1 -0.7 0.107
H 22.180 13.899 19.527 1.0 -0.2 -0.8 0.828
H 8.571 18.253 14.456 1.1 0.3 -0.2 0.381
H 14.449 19.812 12.217 -0.3 -0.1 0.2 0.697
H 21.023 20.092 11.711 -0.2 -0.2 -0.3 -0.676
H 23.038 16.435 21.464 -0.2 -0.1 0.3 0.183
H 25.959 24.478 14.122 -0.2 -0.7 0.1 0.596
H 16.338 13.993 18.466 0.8 0.2 -0.3 0.090
H 21.850 26.243 18.895 -0.1 0.0 0.1 0.266
H 13.798 12.422 13.674 0.7 -0.4 1.2 0.254
H 21.842 15.729 19.222 0.1 -1.0 0.3 -0.410
H 22.723 15.381 22.931 0.7 0.0 -0.9 0.539
H 10.449 19.965 20.189 0.6 0.5 -0.6 0.399
H 20.270 19.074 14.867 1.0 -0.1 0.8 -0.645
H 18.902 25.853 16.745 0.1 0.7 -0.8 0.688
H 11.551 17.788 19.460 -1.0 -0.3 0.5 0.590
H 16.791 18.890 19.972 -1.1 -0.2 0.2 0.297
H 11.732 17.039 16.332 -0.4 0.2 -0.1 -0.008
H 18.618 25.044 14.224 0.3 0.3 -0.5 0.416
H 12.783 18.217 18.411 0.3 0.1 0.5 0.163
H 24.945 20.355 9.756 -0.6 0.2 0.4 0.300
H 19.040 13.063 19.975 0.4 0.4 0.0 0.110
H 18.517 16.494 17.707 0.2 0.1 -0.2 0.160
H 19.127 21.316 20.454 -0.6 0.8 -0.1 0.230
H 18.396 12.082 11.461 -0.2 0.0 0.0 0.078
H 25.598 18.094 10.831 -0.3 0.4 0.3 0.511
H 23.772 19.508 20.087 0.1 0.4 0.2 0.318
H 17.375 15.403 14.377 0.1 0.2 0.7 -0.545
H 17.558 21.125 16.670 -0.1 -0.4 -0.5 -0.185
H 25.915 20.980 15.383 0.4 0.0 -0.4 0.275
H 21.648 17.884 12.397 -0.7 0.2 0.0 0.019
H 19.689 28.797 20.354 -0.2 0.9 -0.3 0.495
H 13.705 19.251 23.350 0.4 0.2 0.5 0.485
H 14.719 15.634 11.160 0.3 -1.0 -0.4 0.277
H 21.198 23.567 21.491 0.1 1.1 0.1 0.049
H 13.816 18.215 12.065 0.1 -1.1 -0.8 0.493
H 18.397 22.244 12.931 -0.1 0.4 0.5 0.536
H 14.988 14.209 19.527 -0.1 -0.3 -1.0 0.339
H 20.416 12.353 9.826 0.6 -0.5 0.6 0.352
H 20.677 27.907 19.134 -0.8 0.1 0.8 0.211
H 18.015 13.616 22.788 0.9 -0.2 -0.1 0.440
H 19.927 27.254 11.288 0.0 0.0 0.4 0.403
H 23.715 21.209 14.628 0.2 0.2 -0.1 -0.164
H 10.725 21.270 14.178 0.0 0.2 0.5 0.435
H 20.058 24.795 17.370 -0.2 -0.2 0.1 -0.007
H 19.766 24.384 22.182 1.5 0.1 -0.3 0.305
H 16.439 21.275 18.882 0.4 0.0 0.4 0.111
H 24.424 20.223 12.817 0.8 -0.7 -1.0 -0.791
H 22.414 15.690 16.835 0.0 0.2 -0.5 -0.270
H 14.167 16.628 13.903 0.4 -0.3 0.5 -0.172
H 23.664 14.837 21.412 0.4 -0.5 0.4 0.478
H 23.108 24.371 11.347 0.0 -0.5 -0.2 0.110
H 19.235 10.904 15.562 0.3 0.0 -0.9 0.440
H 14.143 17.784 15.872 -0.2 0.8 -0.7 -0.610
H 22.020 13.241 14.790 0.0 0.7 -0.2 0.434
H 24.198 21.600 10.848 0.8 1.1 0.1 0.457
H 23.412 18.380 17.556 -0.2 0.2 -0.5 -0.459
H 18.563 11.834 21.043 0.5 -0.3 -0.3 0.482
H 19.245 19.161 12.054 -0.4 -0.6 -0.5 -0.460
H 21.339 14.146 12.436 0.5 0.8 -0.2 0.202
H 23.197 11.539 12.713 1.0 -0.5 -0.3 0.382
H 18.392 26.046 12.678 0.4 0.1 0.4 0.337
H 27.008 20.769 16.830 -0.3 -0.3 -0.5 0.532
H 21.352 25.082 22.537 0.5 -0.1 -0.1 0.425
H 24.041 15.180 16.351 0.3 -0.3 -0.3 0.668
H 23.772 16.183 17.761 0.3 0.1 0.1 0.239
H 18.622 27.904 18.279 -1.1 -0.7 0.6 0.258
H 26.126 22.029 19.152 0.0 0.2 -0.7 0.291
H 16.385 17.660 14.330 0.8 0.1 0.2 -0.254
H 26.089 23.739 18.630 0.2 -0.3 0.2 0.452
H 20.215 13.426 14.936 -0.3 0.9 -0.1 0.043
H 19.647 14.114 12.919 0.3 -0.2 -0.5 -0.493
H 18.667 12.790 13.872 -0.3 -0.9 0.2 -0.958
H 13.126 21.457 13.648 0.1 0.1 -0.1 0.522
H 20.166 11.722 20.213 0.2 -0.4 -0.2 0.437
H 22.107 24.564 19.330 0.2 0.2 0.4 0.062
H 23.572 17.079 15.084 -0.3 -0.3 -1.5 0.212
H 21.480 27.624 10.721 0.6 0.0 0.1 0.494
H 18.325 19.020 18.107 0.7 0.2 -0.2 -0.807
H 14.751 21.246 21.937 -0.1 -0.4 0.7 0.544
H 19.799 20.721 15.469 0.7 0.6 0.1 0.787
H 18.559 17.584 11.501 -0.2 -0.1 0.0 0.040
H 16.797 14.612 11.880 -0.3 0.5 0.0 -0.026
H 22.929 10.921 15.059 1.7 0.9 0.5 0.491
H 21.254 27.376 12.534 -0.2 -0.1 -1.2 0.207
H 20.393 16.798 21.117 0.2 -0.4 0.3 0.088
H 17.368 24.732 13.058 0.7 -0.3 -0.1 0.414
H 27.501 23.145 15.809 -1.9 0.3 0.2 0.310
H 16.804 20.449 15.147 0.3 0.3 -0.3 0.273
H 22.088 21.969 14.672 0.8 -0.6 0.6 -0.256
H 22.405 24.477 17.088 -0.2 0.2 0.0 0.308
H 20.782 16.205 22.769 -0.4 0.1 -0.2 0.474
H 24.157 24.833 15.666 -0.2 1.1 0.3 0.725
H 14.054 16.164 16.458 1.0 0.4 -1.2 0.024
H 14.974 14.324 14.586 -0.7 0.4 -0.5 0.089
H 22.087 9.571 14.505 -0.2 -0.6 -0.3 0.519
H 22.688 20.808 15.995 -0.1 0.9 -0.6 -0.507
H 19.299 11.243 23.364 -1.0 0.3 -0.4 0.370
H 25.625 22.625 14.168 0.0 1.8 0.4 -0.328
H 16.545 13.570 10.594 0.2 -1.0 -0.8 0.288
H 19.510 9.816 14.192 0.0 -0.1 -0.2 0.377
H 22.085 12.415 10.525 -0.6 -0.5 -0.1 0.354
H 17.911 23.550 10.870 -0.2 -0.3 0.3 0.560
H 11.546 21.380 19.886 -0.5 0.5 -0.2 0.486
H 15.473 22.414 19.746 -0.7 -0.4 0.1 0.336
H 21.204 12.797 16.204 -0.1 -0.6 1.4 1.025
H 23.061 15.929 10.287 0.0 0.0 0.3 0.275
H 10.004 19.944 16.288 1.1 -0.5 -1.0 0.640
H 19.186 19.925 14.047 -0.8 0.4 0.0 -0.759
H 10.465 16.163 15.492 0.1 -0.4 -1.1 0.353
H 14.022 21.268 18.049 -0.1 0.0 -0.3 0.228
H 27.528 22.746 18.258 -1.1 -0.2 0.0 0.371
```
Forces are in eV/Å.